Entry 1:
5 unconnected molecules or ions with the total composition C30H46F4IN5O9P2 in a non-equilibrium geometry, computed with ωB97M-V/def2-TZVPD.

Structure (XYZ):
```
97
Properties=species:S:1:pos:R:3:mulliken_charge:R:1
C -4.65 1.93 8.43 -0.914
C -5.27 2.01 6.93 0.744
O -6.07 1.11 6.58 -0.562
O -4.82 3.08 6.12 -0.351
C -5.57 3.17 4.88 -0.690
C -4.91 2.32 3.67 -0.077
C -3.48 2.93 3.18 -0.318
C -2.34 1.91 3.74 -1.111
C -1.97 0.75 2.71 0.870
C -1.12 1.03 1.41 0.040
C -0.56 2.47 0.99 0.938
F -0.26 3.34 2.06 -0.288
F 0.70 2.21 0.32 -0.297
C -1.53 3.09 -0.13 0.072
F -2.73 2.28 -0.16 -0.238
F -0.92 2.86 -1.42 -0.196
C -0.79 -0.13 0.41 -0.591
C -1.28 -1.60 0.61 -0.970
C -2.13 -1.86 1.87 0.376
C -2.46 -0.73 2.92 0.157
C -3.34 -1.20 4.16 0.278
O -3.22 -0.81 5.34 -0.537
C -4.45 -2.33 3.82 0.260
P -6.11 -2.20 4.71 0.258
N -6.58 -3.53 5.47 -0.653
C -4.16 -3.36 2.88 0.015
P -5.34 -4.81 2.41 0.124
O -5.56 -5.82 3.80 -0.461
I -7.55 -3.87 1.70 -0.097
C -2.72 -3.35 2.13 -0.062
O -2.10 -4.37 1.80 -0.504
H -5.44 1.55 9.16 0.309
H -4.20 2.94 8.72 0.284
H -3.78 1.17 8.37 0.225
H -6.69 2.96 5.00 0.346
H -5.50 4.27 4.53 0.408
H -4.82 1.22 4.00 -0.244
H -5.63 2.39 2.78 0.419
H -3.35 3.91 3.76 0.358
H -3.42 3.09 2.05 0.149
H -2.77 1.52 4.74 0.395
H -1.39 2.49 4.06 0.444
H -1.74 4.20 -0.01 0.289
H -0.18 0.09 -0.55 0.246
H -1.00 -2.37 -0.18 0.483
H -7.06 -1.70 3.74 0.115
H -5.97 -1.17 5.71 -0.018
H -6.67 -3.38 6.49 0.220
H -6.24 -6.50 3.61 0.332
C 0.61 1.74 -3.63 -0.916
N 1.22 1.27 -4.86 -0.034
C 2.26 1.81 -5.55 0.569
C 2.89 3.06 -5.00 -0.938
O 2.65 1.28 -6.58 -0.710
H 0.69 0.95 -2.88 0.323
H -0.45 1.94 -3.83 0.300
H 1.08 2.65 -3.26 0.291
H 0.85 0.43 -5.28 0.260
H 3.70 3.37 -5.66 0.423
H 2.16 3.87 -4.96 0.417
H 3.30 2.88 -4.01 0.008
C 6.57 -0.83 -6.94 -0.794
N 6.85 -0.91 -5.52 -0.157
C 5.97 -1.02 -4.49 0.692
C 4.50 -1.08 -4.82 -0.810
O 6.37 -1.07 -3.34 -0.678
H 7.08 -1.67 -7.43 0.283
H 6.98 0.11 -7.32 0.263
H 5.51 -0.88 -7.15 0.318
H 7.81 -0.87 -5.22 0.227
H 3.92 -1.17 -3.90 0.263
H 4.19 -0.16 -5.33 0.034
H 4.29 -1.95 -5.45 0.369
C 0.84 -8.36 -1.42 -0.827
N 0.22 -7.10 -1.77 -0.177
C 0.20 -5.94 -1.06 0.779
C 0.90 -5.92 0.27 -1.207
O -0.37 -4.96 -1.51 -0.642
H 1.57 -8.61 -2.19 0.279
H 0.07 -9.13 -1.39 0.279
H 1.34 -8.32 -0.45 0.325
H -0.27 -7.04 -2.65 0.232
H 0.80 -4.93 0.72 0.182
H 0.45 -6.65 0.95 0.360
H 1.97 -6.13 0.14 0.430
C 8.18 5.13 -3.08 -0.837
N 6.97 5.21 -3.87 -0.177
C 5.75 4.69 -3.58 0.802
C 5.59 3.93 -2.30 -1.181
O 4.82 4.85 -4.36 -0.650
H 8.51 6.15 -2.85 0.284
H 8.95 4.65 -3.69 0.279
H 8.04 4.58 -2.16 0.327
H 7.00 5.71 -4.75 0.243
H 4.56 3.58 -2.21 0.160
H 6.25 3.06 -2.29 0.364
H 5.80 4.58 -1.44 0.388
```

Summary:
LUMO, eV: -1.77
Total energy, eV: -95275.080
Kohn-Sham gap, eV: 6.6
Net charge: 0
Molecular weight, u: 885.57



Entry 2:
3 unconnected molecules or ions with the total composition C39H65F9N2O10S in a non-equilibrium geometry, computed with ωB97M-V/def2-TZVPD.

Structure (XYZ):
```
126
Properties=species:S:1:pos:R:3:lowdin_spin:R:1
C -3.32 -5.21 -1.67 0.000
C -2.48 -3.91 -1.60 0.000
C -2.62 -3.32 -0.22 0.000
O -1.78 -2.20 0.18 0.000
C -0.97 -1.52 -0.69 0.000
S 0.63 -2.37 -1.19 0.000
O 0.57 -3.10 -2.42 0.000
O 1.63 -1.33 -1.12 0.000
C 1.15 -3.53 0.21 0.000
F 2.46 -3.33 0.37 0.000
F 0.52 -3.16 1.32 0.000
C 0.93 -5.07 0.08 0.000
F 1.51 -5.58 1.19 0.000
F -0.38 -5.34 0.14 0.000
C 1.51 -5.88 -1.13 0.000
F 1.52 -7.17 -0.71 0.000
F 0.70 -5.81 -2.18 0.000
C 2.97 -5.59 -1.56 0.000
F 3.31 -6.46 -2.50 0.000
F 3.11 -4.36 -2.05 0.000
F 3.78 -5.74 -0.52 0.000
C -0.34 -0.37 0.23 0.000
O -0.05 -0.48 1.37 0.000
O -0.31 0.77 -0.48 0.000
C -1.59 0.79 -1.19 0.000
C -1.68 2.02 -2.07 0.000
C -2.81 2.05 -3.11 0.000
O -2.41 2.80 -4.26 0.000
C -1.63 -0.61 -1.80 0.000
C -0.94 -0.68 -3.19 0.000
C 0.43 -0.07 -3.40 0.000
O 1.05 -0.32 -4.41 0.000
O -2.96 -1.02 -2.13 0.000
C -4.03 -0.65 -1.28 0.000
C -5.28 -1.44 -1.66 0.000
C -5.70 -1.01 -3.08 0.000
C -6.36 -1.22 -0.57 0.000
C -6.38 -2.46 0.35 0.000
C -7.77 -1.04 -1.13 0.000
H -3.64 -5.53 -0.68 0.000
H -2.74 -6.02 -2.11 0.000
H -4.21 -5.07 -2.27 0.000
H -1.46 -4.17 -1.86 0.000
H -2.85 -3.25 -2.38 0.000
H -3.66 -3.00 -0.09 0.000
H -2.45 -4.10 0.52 0.000
H -2.30 0.92 -0.38 0.000
H -1.82 2.87 -1.41 0.000
H -0.73 2.22 -2.58 0.000
H -3.16 1.06 -3.41 0.000
H -3.66 2.60 -2.70 0.000
H -2.07 2.21 -4.93 0.000
H -1.62 -0.15 -3.86 0.000
H -0.93 -1.71 -3.52 0.000
H 0.84 0.64 -2.67 0.000
H -4.29 0.42 -1.39 0.000
H -3.80 -0.80 -0.22 0.000
H -5.02 -2.50 -1.74 0.000
H -4.83 -1.02 -3.74 0.000
H -6.12 -0.01 -3.09 0.000
H -6.43 -1.70 -3.51 0.000
H -6.08 -0.34 0.02 0.000
H -5.52 -2.50 1.02 0.000
H -7.30 -2.49 0.93 0.000
H -6.37 -3.36 -0.27 0.000
H -8.49 -1.04 -0.31 0.000
H -7.89 -0.10 -1.67 0.000
H -8.04 -1.87 -1.79 0.000
C -0.22 8.63 -0.58 0.003
C -0.43 7.12 -0.33 0.026
C 0.73 6.56 0.50 0.016
C 2.04 6.44 -0.29 0.001
C 1.83 5.66 -1.58 0.016
C 0.69 6.19 -2.45 0.026
N -0.55 6.36 -1.62 0.379
O -1.15 5.24 -1.44 0.523
C 1.09 7.51 -3.12 0.003
C 0.39 5.21 -3.58 -0.001
C -1.73 6.98 0.45 -0.001
H -0.61 9.20 0.26 0.000
H 0.82 8.91 -0.69 0.000
H -0.77 8.95 -1.47 0.001
H 0.46 5.57 0.87 0.002
H 0.88 7.20 1.37 0.002
H 2.45 7.44 -0.51 0.000
H 2.79 5.94 0.32 0.001
H 2.75 5.66 -2.18 0.002
H 1.63 4.61 -1.33 0.002
H 0.24 7.97 -3.62 0.001
H 1.86 7.31 -3.87 0.000
H 1.52 8.24 -2.43 0.000
H 0.19 4.21 -3.21 0.000
H 1.25 5.16 -4.24 0.000
H -0.48 5.53 -4.16 0.000
H -2.57 7.35 -0.13 0.000
H -1.66 7.57 1.36 0.000
H -1.93 5.95 0.73 -0.001
C 4.97 -0.29 5.57 0.003
C 5.46 -1.75 5.70 0.026
C 6.60 -2.01 4.71 0.016
C 6.13 -2.10 3.26 0.001
C 5.00 -3.12 3.10 0.016
C 3.84 -2.88 4.07 0.026
N 4.35 -2.72 5.46 0.372
O 4.60 -3.87 6.01 0.531
C 3.02 -1.66 3.63 0.003
C 2.88 -4.07 4.02 -0.001
C 5.96 -1.91 7.13 -0.001
H 5.59 0.36 6.18 0.000
H 5.02 0.09 4.55 0.000
H 3.94 -0.19 5.92 0.001
H 7.09 -2.95 4.98 0.002
H 7.34 -1.22 4.82 0.002
H 5.81 -1.12 2.89 0.000
H 6.97 -2.40 2.63 0.001
H 4.61 -3.10 2.08 0.002
H 5.40 -4.12 3.27 0.002
H 2.28 -1.40 4.39 0.001
H 2.49 -1.88 2.71 0.000
H 3.62 -0.78 3.43 0.000
H 3.39 -5.01 4.22 -0.001
H 2.43 -4.13 3.04 0.000
H 2.08 -3.96 4.76 0.000
H 5.16 -1.76 7.84 0.000
H 6.74 -1.17 7.31 0.000
H 6.39 -2.90 7.30 -0.001
```

Summary:
LUMO (spin up / spin down), eV: 0.39 / 0.27
Total energy, eV: -100239.235
Expectation value of S²: 2.008
Kohn-Sham gap (spin up / spin down), eV: 8.5 / 9.4
Net charge: 0
2S+1: 3
Molecular weight, u: 925.00



Which of these has the lowest total energy?
C39H65F9N2O10S



Among the records above, which one has the highest total energy?
C30H46F4IN5O9P2



total energy of number 2 (C39H65F9N2O10S)?
-100239.235 eV



Look up the molecular weight of the second one.
925.00 u